[1]
DFT (ωB97M-V with the def2-TZVPD basis set) results for 2 unconnected molecules or ions with the total composition C31H32O2P in a non-equilibrium geometry.

```
66
Properties=species:S:1:pos:R:3:forces:R:3
C 1.48989 1.20487 2.96980 0.5 -0.5 -0.3
C 0.11301 1.19723 2.33764 -0.2 0.0 1.1
C -0.84291 0.42670 3.18920 -0.4 -0.1 0.6
C -0.31363 2.43803 1.71778 -0.2 1.1 -0.7
C -1.68238 2.69687 1.47021 0.3 -0.2 0.0
C -2.12270 3.91623 0.98509 0.0 0.3 -0.1
C -1.22062 4.95750 0.74044 0.3 -0.4 0.0
C 0.14673 4.73062 0.95060 -0.1 0.1 0.0
C 0.59652 3.50283 1.42811 -0.2 -0.4 0.1
H 2.28486 1.63940 2.35583 -0.2 -0.1 0.2
H 1.45006 1.81908 3.89447 -0.3 -0.3 -0.5
H 1.79293 0.18822 3.25627 -0.1 0.3 -0.1
H -1.83424 0.31145 2.75219 0.2 0.0 0.2
H -0.44632 -0.56948 3.40557 -0.1 0.3 0.0
H -0.97608 0.93943 4.16185 0.2 0.0 -0.4
H -2.41284 1.91939 1.67290 0.1 0.1 -0.1
H -3.18030 4.06485 0.77366 0.2 -0.1 0.2
H -1.56528 5.92534 0.35836 0.1 -0.5 0.2
H 0.87123 5.52195 0.71922 -0.3 -0.4 0.2
H 1.67027 3.37803 1.59119 -0.4 0.0 -0.1
C -2.18547 -4.00599 3.69317 -0.3 0.1 0.3
C -1.21962 -3.74489 2.56658 -0.1 -0.3 0.4
O -1.31044 -2.34587 2.18715 0.7 0.1 -0.6
C -0.41808 -2.01085 1.22443 0.5 -0.9 -0.3
C -0.45712 -0.58662 0.74582 -0.8 -1.0 0.0
P 0.12526 -0.63572 -0.92926 0.9 0.6 -0.9
C 1.91932 -0.73777 -0.84490 0.5 -0.3 0.2
C 2.71247 -1.64656 -1.56795 0.0 0.4 0.2
C 4.08830 -1.69245 -1.32726 -0.2 0.1 0.1
C 4.66195 -0.88931 -0.33662 -0.3 0.1 0.0
C 3.85929 -0.02898 0.42231 -0.2 0.0 -0.2
C 2.49356 0.05312 0.15084 0.3 -0.2 0.0
C -0.32208 -1.76450 -2.29007 -0.7 -1.0 -0.4
C 0.16512 -1.47923 -3.58802 0.0 0.2 0.4
C -0.09856 -2.32698 -4.66426 0.0 -0.1 0.1
C -0.85968 -3.48603 -4.48054 0.0 0.3 0.6
C -1.35970 -3.77213 -3.20525 0.0 0.0 -0.1
C -1.09547 -2.92759 -2.12286 0.2 0.3 0.0
C -0.37370 0.97660 -1.56970 0.1 0.3 -0.2
C 0.53614 2.02744 -1.72119 -0.3 0.0 -0.1
C 0.08251 3.26731 -2.17309 0.1 0.0 0.0
C -1.26066 3.45643 -2.49130 0.0 -0.1 0.1
C -2.17016 2.40760 -2.33906 0.1 -0.2 0.0
C -1.72753 1.16352 -1.88923 0.1 0.2 0.0
O 0.32240 -2.86024 0.71592 -0.7 1.3 0.6
H -2.19685 -5.07574 3.91463 0.0 0.1 -0.1
H -1.88113 -3.49133 4.60639 -0.1 0.0 -0.1
H -3.21301 -3.71222 3.45190 0.2 0.0 -0.1
H -0.19355 -3.95046 2.89732 -0.2 0.0 -0.3
H -1.45704 -4.38466 1.70937 0.2 0.3 0.0
H -1.48803 -0.21808 0.77940 0.3 0.2 0.0
H 2.25757 -2.31556 -2.29565 0.2 0.2 0.1
H 4.71077 -2.37170 -1.91115 -0.2 0.2 0.2
H 5.73107 -0.93772 -0.14267 -0.2 0.0 0.0
H 4.28354 0.57640 1.22599 0.0 -0.2 -0.3
H 1.81720 0.66779 0.74351 0.5 -0.1 -0.4
H 0.77487 -0.58897 -3.75344 -0.2 -0.2 0.0
H 0.29817 -2.08944 -5.65591 -0.1 0.0 0.4
H -1.05945 -4.15625 -5.31439 0.0 0.2 0.2
H -1.95759 -4.67181 -3.04571 0.2 0.3 0.0
H -1.47489 -3.18635 -1.13594 0.1 0.0 -0.2
H 1.59338 1.87849 -1.50023 -0.3 0.1 0.0
H 0.79119 4.09327 -2.25938 -0.2 -0.2 -0.1
H -1.60578 4.42961 -2.84350 0.1 -0.3 0.1
H -3.22581 2.55325 -2.57085 0.3 0.0 0.0
H -2.43084 0.33265 -1.79570 0.1 0.2 0.0
```
Positions in Å, forces in eV/Å.

Calculated values
* 2S+1: 1
* charge: +1
* orbital gap: 7.142 eV
* maximum force: 1.60 eV/A
* energy relative to the best compared isomer or geometry (same formula, charge and spin): 137.0 kJ/mol
* E: -1692.04081 Ha

=====

[2]
DFT (ωB97M-V with the def2-TZVPD basis set) results for a molecular structure, C31H33BMnN9SSbSe4 in a non-equilibrium geometry.

```
81
Properties=species:S:1:pos:R:3:forces:R:3
Mn 0.23074 -0.35920 -0.72187 -11.0 4.0 6.6
C -0.24819 2.57369 4.56964 0.0 0.0 -0.1
C -0.00131 1.27570 3.87410 -0.1 0.5 0.1
C 0.24704 0.05711 4.43028 0.0 -0.2 0.5
C 0.44683 -0.81728 3.35341 0.0 0.8 -0.6
N 0.35393 -0.14081 2.19147 -0.3 -0.2 0.4
N 0.03971 1.13703 2.53452 0.5 -0.2 0.3
B -0.44746 2.23478 1.55143 0.0 -0.6 -0.6
N -1.54564 1.59493 0.67560 0.1 0.1 -0.1
N -1.27753 0.63302 -0.26815 -3.1 1.4 0.1
C -2.45319 0.22899 -0.76122 -1.4 0.4 0.0
C -3.50028 0.91937 -0.10618 0.3 0.0 0.1
C -2.87951 1.78726 0.75860 0.1 -0.3 0.0
C -3.50603 2.83766 1.61223 0.1 0.0 0.1
C -2.69521 -0.64524 -1.88413 -0.3 -0.2 -0.3
C -1.85063 -0.44842 -3.09539 -0.3 0.9 0.5
C -2.23466 -1.30602 -4.24423 0.0 -0.2 0.0
C -3.14894 -2.30305 -4.10628 0.1 0.2 0.0
C -3.88751 -2.48740 -2.91396 -0.4 -0.5 0.1
C -3.66476 -1.62185 -1.84456 0.3 0.3 -0.1
N 0.66360 2.78703 0.64204 0.4 -0.3 -0.1
N 1.12820 2.04513 -0.39818 -0.1 0.5 -0.3
C 2.03036 2.80137 -1.03859 -0.6 -0.3 0.6
C 2.18904 4.01675 -0.36000 0.3 0.1 -0.3
C 1.31236 3.96634 0.69363 -0.2 0.2 0.3
C 1.09578 4.97659 1.77183 0.0 -0.1 0.0
C 2.67203 2.36668 -2.28711 -0.1 -0.3 0.0
C 1.88674 2.09024 -3.40395 0.0 0.2 0.0
C 2.45921 1.55860 -4.54739 -0.1 0.1 -0.1
C 3.81573 1.27596 -4.57177 0.2 -0.1 0.1
C 4.60716 1.57014 -3.46836 0.0 0.0 0.0
C 4.04087 2.13366 -2.33363 0.1 0.0 -0.1
C 0.60042 -2.26239 3.56360 -0.3 -0.1 0.1
C 1.43352 -3.09185 2.83036 0.1 0.2 -0.4
C 1.52423 -4.44605 3.11687 0.1 0.2 0.1
C 0.79304 -4.97907 4.16675 0.1 -0.3 -0.1
C -0.03398 -4.16464 4.92199 -0.1 0.1 0.1
C -0.13270 -2.81824 4.62041 0.0 -0.1 0.0
H -0.11153 2.43452 5.64133 0.0 0.0 0.0
H 0.44671 3.33610 4.21525 0.0 0.1 0.1
H -1.25999 2.93975 4.38396 0.0 0.0 0.1
H 0.30438 -0.17860 5.47981 0.0 0.0 0.0
H -0.93521 3.11979 2.19263 0.1 0.0 -0.1
H -4.54751 0.82316 -0.33554 0.0 0.1 0.0
H -4.57358 2.87826 1.39848 0.0 0.0 0.0
H -3.36222 2.62803 2.67399 0.0 0.0 0.0
H -3.06690 3.81348 1.39883 0.0 0.0 0.1
H -1.80710 0.62574 -3.37583 -0.1 -0.3 0.1
H -1.68518 -1.16114 -5.16823 0.0 -0.1 0.0
H -3.34670 -2.95669 -4.95108 0.0 0.0 0.0
H -4.63460 -3.26908 -2.83919 0.0 0.0 0.0
H -4.25135 -1.72792 -0.93245 0.0 0.0 0.0
H 2.86116 4.81373 -0.63009 0.0 0.1 0.0
H 1.49101 5.93797 1.44600 0.0 0.0 0.1
H 0.03866 5.08351 2.01547 0.0 0.1 0.0
H 1.62459 4.67191 2.67868 0.0 0.1 0.0
H 0.82201 2.29234 -3.36678 0.0 -0.1 0.1
H 1.83631 1.33913 -5.40637 0.0 -0.1 0.0
H 4.26158 0.76809 -5.41824 0.0 0.1 -0.1
H 5.65202 1.28428 -3.45139 0.0 0.0 0.0
H 4.65584 2.30644 -1.46122 0.0 -0.1 0.1
H 2.00815 -2.63789 2.03437 0.1 -0.1 -0.1
H 2.20627 -5.06311 2.54889 0.0 0.0 -0.1
H 0.88535 -6.03386 4.39742 0.0 0.0 0.0
H -0.59714 -4.56992 5.75537 0.0 0.0 0.0
H -0.78619 -2.18376 5.20712 0.0 0.0 -0.1
N -2.10375 -2.07439 1.22720 -0.3 0.1 0.0
N -1.53818 -2.75126 0.13784 0.7 -0.6 0.5
C -0.22147 -2.56988 -0.08713 -1.1 -0.3 0.1
N 0.34549 -3.64877 -0.62202 0.2 0.2 -0.1
S -0.07890 -0.76752 -2.64551 -0.7 -1.3 -5.6
H -1.92051 -2.58028 2.08840 0.0 0.0 0.0
H -3.10364 -1.99248 1.09270 0.0 0.1 -0.1
H -1.92151 -3.67254 -0.07799 -0.2 0.1 0.1
H -0.19425 -4.45050 -0.92358 0.0 -0.1 0.0
H 1.30438 -3.61301 -0.93495 0.0 0.1 -0.1
Se 6.05177 -0.32432 -0.50653 -0.3 0.8 0.5
Sb 4.11360 -1.58927 -1.25165 4.3 -0.5 -0.1
Se 1.94808 -0.89914 -1.02107 14.0 -3.4 -1.0
Se 4.94130 -2.24366 -3.43969 -0.3 -0.6 -0.8
Se 4.86420 -3.77085 -0.45492 -0.7 -0.8 -0.1
```
Positions in Å, forces in eV/Å.

Calculated values
* <S²>: 8.889
* 2S+1: 6
* charge: -2
* orbital gap (alpha / beta): 4.343 / 4.026 eV
* maximum force: 14.47 eV/A
* E: -13113.84390 Ha

=====

[3]
DFT (ωB97M-V with the def2-TZVPD basis set) results for 4 unconnected molecules or ions with the total composition C31H33Br2N3O14 in a non-equilibrium geometry.

```
83
Properties=species:S:1:pos:R:3:forces:R:3
C 3.14866 5.82522 -1.25116 -0.5 -0.2 1.2
C 2.03196 4.67041 -1.58689 -0.1 -0.4 0.2
C 0.56755 5.36887 -1.82234 -0.2 0.3 0.9
C 2.48836 3.64369 -2.81942 -0.4 -0.9 0.7
C 1.79677 2.17870 -2.43053 -2.2 0.3 -0.9
N 0.29529 2.09480 -2.61129 7.4 -2.5 2.0
N 0.02711 0.78434 -2.16395 4.5 -0.6 0.6
C -1.44125 0.42320 -2.18535 -1.7 -0.2 0.4
C -2.00521 0.02171 -0.69369 -0.5 -0.3 -0.5
C -2.20020 1.29246 0.32997 -1.6 -1.5 0.4
Br -0.49116 2.18302 0.89165 -1.0 -0.4 -0.4
C 1.26511 0.03043 -1.73218 -0.7 2.2 -0.8
C 1.30824 -1.49709 -1.13860 0.1 -5.9 4.4
O 1.33553 -2.60126 -1.89040 -0.2 6.8 2.6
O 1.31371 -1.62490 0.35318 0.0 2.2 -8.1
N 2.49426 0.94219 -1.90808 -7.5 1.1 -1.0
C 3.95856 0.67787 -1.63700 0.9 -0.6 -0.4
C 4.68723 1.75589 -0.63790 0.1 -1.4 1.2
C 5.43443 0.87831 0.56401 -0.7 0.2 -1.0
Br 6.22165 2.61861 -1.66935 -1.3 -0.3 0.6
H 3.96168 5.97815 -2.08450 -1.7 -0.2 1.6
H 2.55391 6.82297 -0.98864 1.5 -2.0 -0.8
H 3.66614 5.50040 -0.22971 -0.8 0.8 -2.3
H 1.94086 3.96721 -0.62761 0.2 1.6 -2.1
H 0.72128 6.46608 -2.23765 -0.4 -2.4 0.5
H -0.18518 4.73988 -2.46349 1.7 1.2 1.1
H 0.04921 5.50391 -0.75681 1.2 -0.3 -2.3
H 3.66149 3.56351 -2.90556 -2.4 0.0 0.3
H 2.06880 3.96110 -3.86510 0.7 -0.6 2.1
H -1.67020 -0.39684 -3.01436 0.8 1.6 2.0
H -2.05457 1.39363 -2.51358 1.9 -2.0 0.6
H -1.34921 -0.84718 -0.24690 -1.1 1.9 -0.7
H -3.08958 -0.44367 -0.87000 2.5 1.3 0.4
H -2.96938 2.09327 -0.06403 1.9 -1.5 0.6
H -2.67689 0.84287 1.32626 1.2 1.1 -2.2
H 4.53845 0.68130 -2.67267 -1.4 0.0 2.2
H 4.04442 -0.41274 -1.16905 -0.5 2.4 -1.0
H 3.96723 2.55642 -0.17256 1.5 -1.4 -1.3
H 5.84706 -0.09669 0.01596 -0.7 2.1 1.5
H 6.30792 1.49912 1.04377 -1.9 -1.4 -0.9
H 4.57594 0.60531 1.32990 2.0 0.4 -1.5
C -6.58623 0.21972 2.91800 0.4 -0.1 -0.4
C -7.27972 -0.16085 3.99270 -1.3 1.5 0.4
C -7.02130 -1.46833 4.65704 -0.1 -0.9 0.8
O -7.66156 -1.78239 5.65426 0.3 0.5 -0.8
C -5.99346 -2.34569 4.07534 -0.3 0.1 0.3
C -5.30250 -1.96642 2.99859 1.2 -1.5 -0.4
C -5.54193 -0.64747 2.35116 -0.2 0.8 -0.3
O -4.87815 -0.31892 1.37361 -0.2 -0.5 0.3
O -4.33701 -2.78720 2.44512 -1.2 1.7 0.1
O -8.26463 0.64775 4.52957 1.3 -1.7 -0.2
H -6.76217 1.16831 2.42653 0.0 -0.1 0.0
H -5.82814 -3.30070 4.55737 0.0 0.1 0.0
H -3.97979 -2.28905 1.67782 0.0 -0.3 0.3
H -8.61757 0.15219 5.30037 0.1 0.2 -0.3
C -4.44553 -2.48191 -3.50123 0.0 0.0 -0.3
C -5.06306 -2.02009 -2.41215 1.2 -0.2 1.2
C -6.48696 -1.58620 -2.45562 -1.0 0.4 0.3
O -7.03306 -1.18407 -1.43431 0.7 -0.3 -0.5
C -7.18934 -1.65521 -3.74655 0.0 0.1 0.4
C -6.57058 -2.11380 -4.83626 -1.3 0.1 -1.4
C -5.15550 -2.57336 -4.78632 1.0 -0.4 -0.5
O -4.61940 -3.00710 -5.80053 -0.7 0.4 0.6
O -7.22390 -2.17881 -6.05329 1.5 -0.2 1.3
O -4.40144 -1.92876 -1.20135 -1.7 -0.1 -1.3
H -3.41158 -2.80274 -3.48334 0.0 0.0 0.0
H -8.21838 -1.32002 -3.76806 0.1 0.0 0.0
H -6.56573 -2.54521 -6.68342 -0.3 0.1 0.2
H -5.06143 -1.56805 -0.57001 0.2 0.0 -0.1
C 7.61389 -4.06931 2.92712 -0.1 -0.2 0.3
C 7.85284 -2.91856 2.29514 0.6 -0.5 -1.7
C 7.65040 -1.60766 2.97205 -0.1 1.0 0.3
O 7.89649 -0.56735 2.37188 -0.1 -0.8 0.1
C 7.15013 -1.61646 4.35561 0.1 0.2 -0.4
C 6.90794 -2.76725 4.98623 -0.7 0.5 1.8
C 7.13671 -4.07798 4.31856 0.0 -1.2 -0.1
O 6.92250 -5.11917 4.93027 0.1 1.0 -0.2
O 6.43509 -2.78275 6.28560 0.7 -0.8 -1.8
O 8.29900 -2.90243 0.98640 -0.6 0.8 1.7
H 7.75890 -5.02931 2.44786 0.0 0.1 0.0
H 6.99040 -0.65654 4.82971 0.0 -0.1 0.0
H 6.34138 -3.73239 6.51777 0.0 0.4 -0.1
H 8.39842 -1.95297 0.75637 0.0 -0.4 0.1
```
Positions in Å, forces in eV/Å.

Calculated values
* 2S+1: 1
* charge: 0
* orbital gap: 6.334 eV
* maximum force: 8.39 eV/A
* E: -7566.32588 Ha

=====

[4]
DFT (ωB97M-V with the def2-TZVPD basis set) results for a molecular structure, C31H33GeN7NiO6 in a non-equilibrium geometry.

```
79
Properties=species:S:1:pos:R:3:forces:R:3
Ni -1.37012 -0.15263 -0.69121 -0.6 -0.2 -0.4
O -5.45863 -0.06824 0.22533 0.0 0.1 0.1
C -4.16717 0.00792 0.03541 0.1 0.0 0.0
O -3.57892 -0.40991 -0.95324 0.0 0.1 0.2
C -3.42039 0.66841 1.15774 0.0 0.1 0.0
C -3.92728 1.25117 2.30345 0.0 0.0 0.0
C -3.01440 1.82632 3.18911 0.0 0.0 0.0
C -1.64967 1.80693 2.91885 -0.1 0.0 0.0
C -1.22830 1.19043 1.75007 0.0 -0.1 -0.1
N -2.11579 0.65559 0.92892 0.2 -0.1 -0.1
C 0.22092 1.06410 1.26905 0.1 0.2 0.2
O 1.09354 1.67707 1.83160 0.0 -0.2 -0.1
O 0.35734 0.27158 0.23000 0.2 -0.2 -0.4
H -5.90113 -0.50973 -0.51751 0.0 0.0 -0.1
H -4.99045 1.26079 2.49701 0.0 0.0 0.0
H -3.37562 2.29503 4.09453 0.0 0.0 0.0
H -0.92679 2.25409 3.58670 0.0 0.0 0.0
C -1.45488 -3.99107 3.83576 0.0 -0.1 0.0
C -1.18902 -5.20949 2.95647 0.0 0.1 -0.1
C -2.47853 -5.79372 2.38782 0.0 0.0 0.0
C -0.16526 -4.90092 1.85740 -0.1 -0.1 0.2
N -0.64107 -3.89089 0.90522 0.1 -0.1 0.1
C -0.55945 -2.57098 0.96256 -0.1 0.0 0.0
N -1.19546 -2.09001 -0.08760 0.1 0.1 -0.1
N -1.64772 -3.14892 -0.79497 0.0 -0.2 0.0
N -1.31639 -4.23193 -0.20413 -0.1 0.2 -0.1
H -2.11722 -4.26210 4.65677 0.0 0.0 0.0
H -1.95354 -3.19355 3.27611 0.0 0.0 0.0
H -0.53209 -3.59484 4.26561 0.0 0.0 0.0
H -0.70440 -5.97338 3.57075 0.0 0.0 0.0
H -3.01192 -5.06636 1.77200 0.0 0.0 0.0
H -3.14444 -6.08715 3.19823 0.0 0.0 0.0
H -2.28092 -6.67311 1.77455 0.0 0.0 0.0
H 0.05459 -5.79241 1.27368 0.0 0.0 -0.1
H 0.76166 -4.52116 2.28684 0.0 0.0 -0.1
H -0.05559 -2.00602 1.72696 0.0 0.0 0.0
Ge 1.70792 -0.69925 -1.60578 -0.4 0.5 0.9
C 2.30020 0.97625 -2.20816 0.1 -0.2 -0.1
C 3.09898 1.82535 -1.43662 0.0 0.1 -0.2
C 3.52614 3.02326 -1.98359 0.0 0.0 0.0
C 3.17415 3.36032 -3.28845 0.0 -0.1 0.0
C 2.38790 2.51041 -4.05698 0.0 0.0 0.0
C 1.94000 1.31627 -3.51792 0.1 0.1 0.0
C 2.41292 -1.89543 -0.32255 0.2 -0.1 -0.3
C 2.39221 -3.25529 -0.65027 0.0 0.1 0.1
C 3.01326 -4.16797 0.18875 0.0 0.0 0.1
C 3.63273 -3.72501 1.35231 0.0 0.0 -0.1
C 3.63402 -2.37428 1.68627 0.0 0.1 0.0
C 3.03455 -1.44935 0.84458 0.0 -0.1 0.1
H 0.61219 -1.30104 -2.51050 0.0 0.0 0.1
H 3.36279 1.57247 -0.41829 0.0 0.0 0.0
H 4.11623 3.70105 -1.38556 0.0 0.0 0.0
H 3.50558 4.30173 -3.70562 0.0 0.0 0.0
H 2.12052 2.78348 -5.06892 0.0 0.0 0.0
H 1.31307 0.65920 -4.11036 0.0 0.0 0.0
H 1.89865 -3.60332 -1.55129 0.0 0.0 0.0
H 3.02102 -5.21901 -0.06816 0.0 0.0 0.0
H 4.12442 -4.43602 2.00328 0.0 0.0 0.0
H 4.11787 -2.04070 2.59457 0.0 0.0 0.0
H 3.02890 -0.39840 1.10487 0.0 0.0 0.0
O 2.99092 5.20452 0.11308 0.0 0.0 0.0
C 1.94283 5.93056 -0.49902 -0.1 0.0 0.0
N 0.91490 4.97590 -0.84829 0.1 0.0 0.0
C 0.46858 4.81893 -2.11835 0.0 0.1 0.0
O 0.78606 5.52862 -3.05086 0.0 -0.1 0.1
C -0.51076 3.69482 -2.35523 0.0 0.0 -0.1
C -1.41550 3.82803 -3.40333 0.0 0.0 0.0
C -2.29428 2.79358 -3.67169 0.0 0.0 0.0
C -2.23339 1.64775 -2.89969 0.1 0.0 -0.1
N -1.34125 1.49986 -1.90922 0.0 -0.2 0.1
C -0.49590 2.51006 -1.64841 -0.1 0.1 0.0
H 3.49079 5.79212 0.68672 0.0 0.1 0.1
H 2.25449 6.41829 -1.42221 0.0 0.0 0.0
H 1.53843 6.67836 0.18646 0.0 0.0 0.0
H 0.60680 4.36035 -0.11352 0.0 0.0 0.0
H -1.40788 4.73883 -3.98801 0.0 0.0 0.0
H -3.02002 2.86369 -4.46916 0.0 0.0 0.0
H -2.90309 0.81645 -3.07806 0.0 0.0 0.0
H 0.23658 2.34363 -0.87264 0.0 0.0 0.0
```
Positions in Å, forces in eV/Å.

Calculated values
* <S²>: 2.005
* 2S+1: 3
* charge: +2
* orbital gap (alpha / beta): 8.077 / 7.775 eV
* maximum force: 1.08 eV/A
* energy relative to the best compared isomer or geometry (same formula, charge and spin): 56.3 kJ/mol
* E: -5620.64037 Ha

=====

Q: What is the 2S+1 in the fourth record?
A: 3

=====

Q: Which value of maximum force does entry 4 give?
A: 1.08 eV/A

=====

Q: Which formula does entry 4 have?
A: C31H33GeN7NiO6

=====

Q: The highest 2S+1 belongs to which entry?
A: C31H33BMnN9SSbSe4